Computed, not measured: 2 unconnected molecules or ions with the total composition CH2N2O2S, with wB97M-V/def2-TZVPD.

CARTESIAN COORDINATES (ANGSTROEM)
H 2.676 -0.258 -1.600
O 1.857 -0.751 -1.392
C -0.062 0.181 0.553
N -1.052 0.837 0.714
S -4.191 0.858 0.411
H -1.949 0.707 0.455
O 1.890 -0.951 0.076
N 0.830 -0.623 0.783

Relative energy (zero: lowest compared OMol25 entry of this formula, charge and spin), kcal per mole: 243.25
Kohn-Sham gap (spin up / spin down), eV: 5.7 / 5.7

Computed, not measured: C21H16BrF3N6O3 in the gas phase, with wB97M-V/def2-TZVPD.

CARTESIAN COORDINATES (ANGSTROEM)
C 0.664 -1.560 -2.796
C 0.616 -2.716 -0.569
C -0.192 -1.856 0.423
H 0.120 -3.568 -0.980
C -2.243 2.931 3.166
C 0.519 -0.367 -3.651
C -0.559 -0.173 4.660
C -0.193 -0.686 -0.572
H -1.191 -0.380 -0.985
H 0.944 -1.592 4.394
H 1.612 -2.990 -0.271
C -1.528 -2.391 0.891
C 0.395 0.402 -5.968
F -1.345 2.861 2.163
C -3.858 -3.072 0.798
H -2.870 -2.669 3.991
C 0.385 1.736 -5.536
C -0.105 -1.545 4.187
N 0.416 -0.647 -5.030
C -2.763 -2.697 2.926
H 0.376 3.088 -3.894
C -3.876 -3.087 2.192
O 1.463 -0.905 1.888
F -2.427 4.193 3.619
H -2.336 2.125 5.144
H 0.213 -0.356 -7.984
F -3.417 2.382 2.712
O -0.450 0.130 5.836
C 0.497 0.968 -3.251
C -1.644 2.083 4.310
H -0.519 -2.322 4.843
C -1.584 -2.348 2.266
C -2.667 -2.756 0.147
H -4.751 -3.319 0.210
H -1.424 0.450 2.908
N -1.326 0.682 3.905
H -0.690 2.525 4.604
H 0.357 0.182 -0.186
C 0.383 2.043 -4.183
Br -2.735 -2.791 -1.749
H 0.633 -1.581 -5.378
N 0.592 -1.529 -1.412
C 0.326 0.453 -7.299
O 0.849 -2.623 -3.371
N 0.323 1.793 -7.688
H 0.602 1.197 -2.194
N -0.398 -1.854 2.792
H -4.779 -3.267 2.716
N 0.425 2.557 -6.662
C 0.419 -1.528 1.762

SMILES: O=C(CN1C(=O)C2(CN(C(=O)c3ccc4nncc-4[nH]3)C2)c2c(Br)cccc21)NCC(F)(F)F
Relative energy (zero: lowest compared OMol25 entry of this formula, charge and spin), kcal per mole: 5.84
Kohn-Sham gap, eV: 7.3

Computed, not measured: C2H6S2 in the gas phase, with wB97M-V/def2-TZVPD.

CARTESIAN COORDINATES (ANGSTROEM)
H 1.023 -0.589 -1.158
C -0.623 -0.378 0.130
S -0.249 -2.033 0.786
S 0.301 1.969 -1.326
C 0.675 0.284 -0.516
H -1.429 -0.475 -0.644
H -0.968 -2.040 1.979
H 0.744 2.783 -0.403
H -1.027 0.288 0.947
H 1.554 0.191 0.206

SMILES: SCCS
Relative energy (zero: lowest compared OMol25 entry of this formula, charge and spin), kcal per mole: 22.13
Kohn-Sham gap, eV: 10.0

Repeat the third record exactly.
Computed, not measured: C2H6S2 in the gas phase, with wB97M-V/def2-TZVPD.

CARTESIAN COORDINATES (ANGSTROEM)
H 1.023 -0.589 -1.158
C -0.623 -0.378 0.130
S -0.249 -2.033 0.786
S 0.301 1.969 -1.326
C 0.675 0.284 -0.516
H -1.429 -0.475 -0.644
H -0.968 -2.040 1.979
H 0.744 2.783 -0.403
H -1.027 0.288 0.947
H 1.554 0.191 0.206

SMILES: SCCS
Relative energy (zero: lowest compared OMol25 entry of this formula, charge and spin), kcal per mole: 22.13
Kohn-Sham gap, eV: 10.0

Among the records above, which one has the lowest relative energy (zero: lowest compared OMol25 entry of this formula, charge and spin)?
C21H16BrF3N6O3